DFT (ωB97M-V with the def2-TZVPD basis set) results for a structure of composition C3H5ClN2S2 at a distorted geometry.

Atoms and positions in Å:
Cl -0.09487 -2.67402 -0.74112
S 2.33074 1.80526 -0.49440
S -2.74319 1.35370 0.54963
N -1.52256 0.19911 0.82264
N 1.84175 0.07357 -0.19038
C -0.53038 0.57688 0.00689
C 0.57970 -1.64724 0.42435
C 0.71381 -0.16231 0.22477
H -3.63894 1.06788 1.96401
H 3.70322 1.65130 0.00114
H 0.01173 -1.64366 1.39925
H -0.33329 1.42365 -0.77225
H 1.65639 -2.09701 0.76133

Values from the calculation:
Net charge: 0
F_max in hartree/bohr: 0.1170
Calculated total energy in hartree: -1483.2252
ΔE to the lowest compared entry with this formula, charge and spin in kJ/mol: 390.79

Mulliken population analysis, charges in e, atoms 1 to 2:
1 Cl -0.16
2 S -0.24

DFT (ωB97M-V with the def2-TZVPD basis set) results for a cluster of 2 separate species, C3H5ClN3 in total at a distorted geometry.

Atoms and positions in Å:
Cl -1.90394 0.36612 0.76911
N 1.12690 0.30724 1.15219
N 0.47521 -2.20819 0.15084
N 0.39654 1.99231 -0.43185
C -1.28724 -0.61845 -0.52443
C 0.83349 1.11953 0.37491
C -0.40076 -1.50285 -0.26371
H -1.76145 -0.42375 -1.53254
H 0.07942 1.69009 -1.29984
H 0.36119 2.96987 -0.17078
H 1.43335 -0.46358 1.62214
H 0.64727 -3.22834 0.15397

Values from the calculation:
Net charge: +1
F_max in hartree/bohr: 0.0966
Calculated total energy in hartree: -741.4029
ΔE to the lowest compared entry with this formula, charge and spin in kJ/mol: 220.10

Mulliken population analysis, charges in e, atoms 1 to 2:
1 Cl -0.10
2 N -0.06

DFT (ωB97M-V with the def2-TZVPD basis set) results for a cluster of 2 separate species, C3H5ClNP in total at a distorted geometry.

Atoms and positions in Å:
Cl -1.93001 -2.27187 -0.56329
P -2.39221 -0.45487 -0.22950
N 0.67861 -2.10991 -0.80438
C 0.60154 0.40814 -0.66424
C 0.98728 1.08921 0.59956
C 0.62721 -0.94712 -0.71995
H 0.46114 1.19841 -1.38216
H 0.20154 1.78638 0.70617
H -2.38137 -0.69279 1.31489
H 1.95258 1.61269 0.35409
H 1.19371 0.38173 1.38879

Values from the calculation:
Net charge: 0
F_max in hartree/bohr: 0.0659
Calculated total energy in hartree: -973.4863
ΔE to the lowest compared entry with this formula, charge and spin in kJ/mol: 333.95

Mulliken population analysis, charges in e, atoms 1 to 2:
1 Cl -0.10
2 P 0.07

DFT (ωB97M-V with the def2-TZVPD basis set) results for the molecule C3H5ClO at a distorted geometry.

Atoms and positions in Å:
Cl 2.21285 -0.47554 -0.16077
O -1.09602 0.23589 -0.18666
C -0.05330 1.09280 -0.19608
C 1.22326 0.87652 0.23063
C -0.91459 -1.12036 0.04537
H -0.44087 2.00619 -0.58436
H -0.26240 -1.25851 0.86482
H 1.84740 1.82287 0.49436
H -1.92857 -1.49765 0.32833
H -0.58777 -1.68222 -0.83564

Values from the calculation:
Net charge: 0
F_max in hartree/bohr: 0.0618
SMILES: CO/C=C\Cl
Calculated total energy in hartree: -652.6638
ΔE to the lowest compared entry with this formula, charge and spin in kJ/mol: 182.49

Mulliken population analysis, charges in e, atoms 1 to 2:
1 Cl -0.16
2 O -0.32

DFT (ωB97M-V with the def2-TZVPD basis set) results for a cluster of 2 separate species, C3H5ClO2 in total at a distorted geometry.

Atoms and positions in Å:
Cl -2.39135 0.22363 -1.09999
O -1.86870 1.19833 1.16094
O 1.70708 -0.79662 0.91823
C -1.26715 1.03666 -0.02719
C 0.66687 -1.13070 0.13417
C 1.74804 -0.46972 -0.52015
H 2.51815 -0.97059 -0.97381
H 1.75231 0.58428 -0.64813
H -2.50727 0.44437 1.19064
H 0.44640 -2.14131 0.31416
H -0.80438 2.02166 -0.44889

Values from the calculation:
Net charge: 0
F_max in hartree/bohr: 0.0485
Calculated total energy in hartree: -727.7697
ΔE to the lowest compared entry with this formula, charge and spin in kJ/mol: 599.19

Mulliken population analysis, charges in e, atoms 1 to 2:
1 Cl -0.22
2 O -0.41

DFT (ωB97M-V with the def2-TZVPD basis set) results for a cluster of 2 separate species, C3H5ClO2S in total at a distorted geometry.

Atoms and positions in Å:
Cl -2.39728 2.49179 0.01067
S -2.84993 -0.66465 0.23880
O -4.19674 -0.25384 0.42667
O -2.56759 -2.07593 0.16386
C -0.42790 0.06254 -0.76294
C 0.12578 0.32715 0.63474
C -1.86592 0.16354 -0.89926
H -0.15744 -0.95488 -1.08388
H 0.01595 0.76158 -1.47841
H 1.21172 0.26802 0.63506
H -0.26998 -0.40693 1.33430
H -0.17856 1.31956 0.95558

Values from the calculation:
Net charge: 0
F_max in hartree/bohr: 0.0594
Calculated total energy in hartree: -1125.9906
ΔE to the lowest compared entry with this formula, charge and spin in kJ/mol: 430.59

Mulliken population analysis, charges in e, atoms 1 to 2:
1 Cl -0.32
2 S 0.92

DFT (ωB97M-V with the def2-TZVPD basis set) results for the molecule C3H5ClO2S at a distorted geometry.

Atoms and positions in Å:
Cl 1.61973 0.71483 -0.11837
S -0.89284 0.40807 -0.26012
O -1.96829 -0.04435 0.62760
O -1.60248 0.95804 -1.38575
C 0.62693 -0.60330 -0.52390
C 0.50747 2.08978 0.19490
C 0.23972 -1.90258 0.14149
H 0.81076 -2.33807 0.89206
H -0.72229 -1.98047 0.68589
H 0.28583 2.64024 -0.61482
H 0.78196 2.75095 1.08974
H 0.31350 -2.69314 -0.72873

Values from the calculation:
Net charge: 0
F_max in hartree/bohr: 0.0944
Calculated total energy in hartree: -1125.8762
ΔE to the lowest compared entry with this formula, charge and spin in kJ/mol: 730.84

Mulliken population analysis, charges in e, atoms 1 to 2:
1 Cl 0.11
2 S 0.83

DFT (ωB97M-V with the def2-TZVPD basis set) results for the molecule C3H5ClP2 at a distorted geometry.

Atoms and positions in Å:
Cl -0.43800 2.48101 -0.52015
P 2.47987 0.00961 0.67537
P 1.83057 -1.33539 -0.62274
C 0.00366 -0.82110 -0.84517
C -0.28114 1.23831 0.66775
C -0.67066 -0.19459 0.36358
H -0.24270 -0.84340 1.14721
H -1.71148 -0.46810 0.32904
H -0.48153 1.80230 1.64064
H 0.00941 -0.11306 -1.64582
H -0.49801 -1.75559 -1.18972

Values from the calculation:
Net charge: 0
F_max in hartree/bohr: 0.0408
Calculated total energy in hartree: -1260.0853
ΔE to the lowest compared entry with this formula, charge and spin in kJ/mol: 217.62

Mulliken population analysis, charges in e, atoms 1 to 2:
1 Cl -0.14
2 P 0.02

DFT (ωB97M-V with the def2-TZVPD basis set) results for the molecule C3H5ClS at a distorted geometry.

Atoms and positions in Å:
Cl -2.70283 -0.11554 -0.01819
S 2.84768 -0.06643 -0.03878
C -1.11492 0.54303 -0.02421
C 1.30107 0.28926 0.11520
C -0.00126 -0.52252 0.02168
H 0.93038 1.32576 -0.05572
H -0.89330 1.45162 -0.67055
H 0.04021 -1.24290 0.85686
H -0.79575 1.01317 0.89950
H -0.00565 -1.37921 -0.77641

Values from the calculation:
Net charge: 0
F_max in hartree/bohr: 0.0582
SMILES: S=CCCCl
Calculated total energy in hartree: -975.6158
ΔE to the lowest compared entry with this formula, charge and spin in kJ/mol: 107.45

Mulliken population analysis, charges in e, atoms 1 to 2:
1 Cl -0.18
2 S -0.23

DFT (ωB97M-V with the def2-TZVPD basis set) results for the molecule C3H5ClS2 at a distorted geometry.

Atoms and positions in Å:
Cl 0.04169 -1.19174 -2.17279
S 0.92601 1.22335 0.28227
S -1.22871 -0.50651 1.37395
C 0.06473 -0.26643 0.43082
C 0.57619 -1.33142 -0.50806
C -0.11904 2.36201 1.23154
H -0.08685 2.13480 2.27232
H 1.67564 -1.29871 -0.50939
H 0.29673 3.34308 1.03337
H -1.13772 2.35305 0.86380
H 0.25541 -2.32708 -0.14799

Values from the calculation:
Net charge: 0
F_max in hartree/bohr: 0.0329
SMILES: CSC(=S)CCl
Calculated total energy in hartree: -1373.8605
ΔE to the lowest compared entry with this formula, charge and spin in kJ/mol: 0.39

Mulliken population analysis, charges in e, atoms 1 to 2:
1 Cl -0.14
2 S 0.04

DFT (ωB97M-V with the def2-TZVPD basis set) results for the molecule C3H5ClS2 at a distorted geometry.

Atoms and positions in Å:
Cl -2.67247 -0.37981 -0.03701
S 2.34882 -1.65343 -0.15536
S 1.86486 1.34774 -0.05555
C -0.89109 -0.06893 -0.62882
C 1.33840 -0.30124 0.19728
C -0.09729 -0.45060 0.63742
H 0.62891 2.20809 -0.00627
H -0.62601 -0.72226 -1.54472
H -0.81860 0.99104 -0.88691
H -0.34354 0.42212 1.35489
H -0.73199 -1.39273 1.12505

Values from the calculation:
Net charge: 0
F_max in hartree/bohr: 0.0725
SMILES: S=C(S)CCCl
Calculated total energy in hartree: -1373.8002
ΔE to the lowest compared entry with this formula, charge and spin in kJ/mol: 158.63

Mulliken population analysis, charges in e, atoms 1 to 2:
1 Cl -0.23
2 S -0.17

DFT (ωB97M-V with the def2-TZVPD basis set) results for a structure of composition C3H5CoO3 at a distorted geometry.

Atoms and positions in Å:
Co 2.12304 -1.74210 0.05975
O 0.42318 -1.40397 -0.23696
O -1.62933 -0.67902 -0.64136
O -0.10449 0.75011 -0.00467
C -2.32096 0.58798 -0.70386
C -1.28730 1.57034 -0.13455
C -0.39494 -0.49252 -0.27208
H -2.57297 0.78006 -1.75138
H -3.22846 0.50938 -0.09914
H -1.54521 1.94508 0.86093
H -1.05400 2.39899 -0.80848
H 3.48688 -2.49709 0.50900

Values from the calculation:
Net charge: +1
F_max in hartree/bohr: 0.0849
Calculated total energy in hartree: -1725.4695
ΔE to the lowest compared entry with this formula, charge and spin in kJ/mol: 32.11
Multiplicity: 4

Mulliken population analysis, charges in e, atoms 1 to 2:
1 Co 0.51
2 O -0.63

> Among the records above, which one has the lowest calculated total energy?

C3H5CoO3